{"formula": "C3H10N2S", "method": "wB97M-V/def2-TZVPD", "smiles": "NC[C@H](N)CS", "homo_lumo_gap_ev": 9.26, "e_above_lowest_kj_mol": 205.3, "lumo_ha": 0.0264, "e_homo_ev": -8.5, "multiplicity": 1, "largest_force_ev_per_a": 4.8, "elements": ["S", "N", "N", "C", "C", "C", "H", "H", "H", "H", "H", "H", "H", "H", "H", "H"], "positions_angstrom": [[0.127, -1.505, -1.777], [0.136, 1.431, 2.632], [1.002, 1.132, -0.323], [-0.571, 0.833, 1.566], [0.151, 0.147, 0.339], [-0.871, -0.555, -0.535], [-1.406, 0.260, -1.072], [1.131, 1.584, 2.824], [1.987, 0.727, -0.567], [-1.640, -1.241, -0.023], [-1.371, 1.386, 1.106], [0.591, 1.090, -1.376], [-0.983, -0.019, 2.151], [0.740, -0.643, 0.991], [-0.422, 2.172, 2.866], [-0.883, -1.735, -2.847]], "forces_ev_per_angstrom": [[-2.07, -0.41, -1.64], [2.01, 0.21, 0.50], [0.76, -1.48, -4.48], [-0.11, -3.78, -1.02], [1.19, -1.04, 4.40], [-0.78, -0.33, -0.65], [0.03, -0.60, 0.21], [-0.77, -0.24, -1.18], [-2.27, 0.75, 0.93], [1.44, 1.20, -0.50], [-0.37, 1.01, 0.37], [1.29, 0.69, 2.85], [-0.91, -0.07, -1.32], [-0.38, 1.09, -1.92], [-0.76, 2.50, 1.37], [1.71, 0.51, 2.09]], "nbo_charge": [-0.087, -0.879, -0.835, -0.200, -0.088, -0.525, 0.211, 0.392, 0.370, 0.242, 0.175, 0.355, 0.171, 0.185, 0.363, 0.150]}

{"formula": "C34H90F2HgN5O22S2", "method": "wB97M-V/def2-TZVPD", "homo_lumo_gap_ev": 0.98, "e_above_lowest_kj_mol": 801.1, "total_charge": 1, "lumo_ha": -0.3355, "e_homo_ev": -10.1, "multiplicity": 1, "largest_force_ev_per_a": 11.3, "elements": ["Hg", "S", "S", "F", "F", "O", "O", "O", "O", "O", "O", "O", "O", "O", "O", "O", "O", "O", "O", "O", "O", "O", "O", "O", "O", "O", "O", "N", "N", "N", "N", "N", "C", "C", "C", "C", "C", "C", "C", "C", "C", "C", "C", "C", "C", "C", "C", "C", "C", "C", "C", "C", "C", "C", "C", "C", "C", "C", "C", "C", "C", "C", "C", "C", "C", "C", "H", "H", "H", "H", "H", "H", "H", "H", "H", "H", "H", "H", "H", "H", "H", "H", "H", "H", "H", "H", "H", "H", "H", "H", "H", "H", "H", "H", "H", "H", "H", "H", "H", "H", "H", "H", "H", "H", "H", "H", "H", "H", "H", "H", "H", "H", "H", "H", "H", "H", "H", "H", "H", "H", "H", "H", "H", "H", "H", "H", "H", "H", "H", "H", "H", "H", "H", "H", "H", "H", "H", "H", "H", "H", "H", "H", "H", "H", "H", "H", "H", "H", "H", "H", "H", "H", "H", "H", "H", "H"], "positions_angstrom": [[0.279, -4.127, 1.131], [2.043, 0.209, 0.086], [-0.128, 0.694, 0.043], [-1.442, 0.031, 0.711], [2.963, -1.148, -0.156], [-0.623, -4.932, -2.113], [-5.893, -7.148, -9.681], [2.467, 0.555, 1.448], [0.183, 1.837, 9.040], [5.358, 6.539, 2.377], [8.701, -0.403, 3.057], [-5.611, -2.285, 5.136], [2.477, 6.970, -6.292], [-1.893, -2.028, -7.590], [-2.779, -5.275, 2.078], [1.229, 1.501, 6.399], [-0.838, 12.417, -6.224], [-5.554, -1.409, -3.271], [9.222, -3.016, 8.156], [2.107, -5.424, -1.505], [-4.353, -3.722, -4.558], [4.059, 8.291, 0.749], [-0.747, -7.261, 2.300], [-5.855, -3.267, 8.561], [0.039, 1.753, 1.051], [-0.571, 1.015, -1.299], [2.289, 1.193, -0.974], [0.645, -0.609, 0.185], [8.083, -1.449, 5.857], [-0.240, 9.490, -6.275], [-4.369, -3.797, -8.773], [-3.711, -1.729, 7.142], [7.664, -0.134, 5.374], [-6.683, -2.538, 4.299], [-3.258, -3.008, -9.314], [0.265, 2.970, 8.204], [3.803, 6.897, 0.704], [-5.096, -6.274, -8.785], [-3.018, -1.795, -8.478], [-1.893, -7.634, 1.575], [1.390, 2.705, 7.151], [10.045, -2.709, 7.044], [-5.779, -3.660, -4.241], [9.377, 0.461, 2.024], [1.013, 8.912, -6.680], [2.857, 6.030, -5.338], [-7.027, -3.850, 9.135], [5.068, 6.099, 1.089], [-3.124, -6.646, 1.959], [-6.174, -8.360, -8.980], [-6.141, -2.171, -4.305], [9.762, -4.015, 8.969], [0.348, -4.963, -3.120], [1.732, -5.681, -2.815], [1.427, 7.798, -5.718], [0.032, 11.821, -5.255], [-0.240, 10.344, -5.076], [-4.350, -1.479, 8.440], [-0.773, 13.898, -6.152], [9.465, -1.433, 6.423], [-5.790, -1.809, 8.617], [-4.495, -5.030, -9.570], [-4.116, -0.704, 6.179], [-1.386, -0.811, -6.949], [-5.422, -0.883, 5.461], [8.485, 0.452, 4.185], [-4.112, -0.494, 8.841], [-1.805, 14.153, -6.391], [9.937, -3.441, 6.243], [-0.891, -7.508, 3.217], [-0.485, 10.158, -6.991], [0.899, 1.945, 9.671], [5.887, 6.307, 0.400], [-3.383, -0.581, 5.382], [-6.792, -8.179, -8.100], [2.964, 6.423, -4.327], [9.466, 0.739, 4.563], [-3.453, -2.719, -10.347], [-7.700, -2.372, 4.656], [-5.705, -5.959, -7.938], [7.960, 1.351, 3.862], [1.582, -6.751, -2.960], [-6.704, -3.611, 4.108], [-4.229, -6.772, -8.350], [-0.645, 14.130, -5.095], [9.066, -4.010, 9.808], [-0.037, -5.328, -4.072], [4.753, 5.058, 1.156], [-5.804, -3.926, -3.185], [-3.910, -2.240, 9.085], [-4.598, -1.496, -3.270], [-2.834, -0.933, -9.119], [-5.009, -4.800, -10.503], [-1.081, -0.027, -7.641], [0.451, 3.853, 8.815], [-7.215, -2.015, -4.199], [-6.292, -0.648, 6.073], [-5.451, -8.916, -8.382], [3.899, 5.878, -5.621], [-3.507, -5.348, -9.904], [2.364, 5.059, -5.377], [10.292, 0.833, 2.485], [2.474, -5.308, -3.522], [-3.301, -6.813, 3.021], [-3.963, -1.495, -8.027], [8.182, -1.966, 4.995], [1.830, 1.513, 5.651], [4.466, 8.420, 1.609], [-7.180, -3.573, 10.178], [-3.522, -4.690, 2.246], [3.237, 6.649, 1.602], [10.163, -1.012, 5.700], [-0.693, -0.979, -6.124], [11.128, -2.603, 7.110], [-2.310, -0.437, -6.509], [-7.852, -3.564, 8.482], [0.186, 12.207, -4.247], [-5.891, -1.755, -5.281], [1.641, 8.187, -4.722], [1.629, 3.525, 6.474], [-6.550, -1.496, 7.902], [-6.349, -4.442, -4.742], [9.770, -5.006, 8.516], [0.027, 14.410, -6.688], [-6.639, -1.954, 3.380], [3.011, -5.713, -1.361], [10.785, -3.815, 9.288], [0.594, 7.155, -5.436], [-1.193, 10.439, -4.555], [-6.760, -9.003, -9.636], [1.695, 9.758, -6.589], [9.718, -0.329, 1.355], [1.037, 12.009, -5.635], [-6.833, -4.922, 9.147], [-4.075, 0.255, 6.694], [-4.346, -2.477, 6.902], [9.321, -0.738, 7.250], [8.767, 1.170, 1.465], [-2.143, -8.685, 1.724], [7.687, 0.619, 6.163], [-4.094, -6.857, 1.508], [-6.326, -1.486, 9.510], [-4.215, -3.598, -5.500], [6.281, 6.682, 2.600], [-5.174, -3.234, -9.009], [0.967, 8.622, -7.729], [-1.366, -4.624, -2.638], [-1.815, -7.550, 0.492], [0.429, -3.907, -3.379], [-5.498, -0.312, 4.535], [6.656, -0.005, 4.982], [0.550, 10.027, -4.395], [-0.620, 3.087, 7.579], [3.279, 6.494, -0.162], [-2.414, -3.682, -9.461], [2.229, 2.724, 7.845]], "forces_ev_per_angstrom": [[-0.34, -0.11, -0.37], [7.17, -0.99, 2.57], [-10.05, 4.70, 1.88], [-0.29, -0.10, -0.59], [-0.92, 1.60, -0.61], [-0.32, -1.09, 0.66], [2.05, 0.21, 1.97], [-0.59, -0.45, -2.45], [-0.40, 0.13, 0.13], [0.21, 0.65, 1.65], [-0.12, 2.08, -0.34], [0.87, 0.72, 0.62], [-1.92, 1.82, 0.96], [0.27, 0.64, -0.13], [1.50, 0.63, -1.60], [-0.40, 0.37, 0.90], [0.55, 1.15, 1.28], [-0.18, -0.12, 0.21], [1.49, 0.43, -0.95], [0.19, 0.53, 1.34], [-0.50, -0.48, 0.42], [-0.29, -0.26, -1.07], [0.30, 0.14, -0.77], [0.32, 0.38, 0.71], [0.94, -1.52, -2.55], [1.21, -0.33, 1.32], [-0.85, -2.68, 1.69], [3.33, -0.69, -1.21], [0.90, -0.07, -1.16], [-1.27, 1.38, 0.27], [0.28, -0.59, -0.32], [-2.59, 0.47, -0.19], [0.27, 0.77, -0.75], [-0.77, -0.57, -0.72], [-0.16, -0.76, -0.46], [0.27, -0.76, -2.25], [0.82, -0.67, 1.84], [-0.35, 0.84, -1.50], [1.46, 0.69, 0.05], [-2.20, 1.80, -0.32], [0.67, 0.69, 0.97], [-2.14, 0.49, -1.99], [1.82, 0.80, 0.81], [0.29, -3.07, 0.81], [0.47, 0.17, 0.97], [2.39, -0.45, -0.30], [0.98, 0.23, -0.71], [-0.68, 0.37, -1.15], [0.40, -1.23, 2.50], [-1.57, 0.17, 0.59], [-0.87, -0.34, -0.32], [-0.53, -0.31, 0.75], [1.88, 0.96, -1.15], [-2.27, 0.43, -0.71], [-0.10, -0.88, -0.80], [1.85, 0.11, -1.91], [0.40, 0.18, 0.26], [1.32, 0.31, 1.45], [-1.09, -1.73, 1.19], [-0.84, 1.12, 1.26], [-2.57, -1.96, -0.55], [-0.48, -1.01, 0.23], [1.26, 0.98, -0.38], [-2.64, -0.42, -0.22], [-1.72, -1.42, -0.08], [0.49, -0.20, 0.35], [0.10, 0.06, -0.13], [0.43, 0.61, -0.50], [-0.12, -0.82, 0.07], [0.02, 0.01, 0.19], [-0.67, -0.29, -0.57], [0.03, -0.29, 0.18], [0.09, -0.35, -0.10], [0.47, -0.39, 0.07], [-0.97, 0.69, -0.08], [-0.65, 0.11, 0.18], [0.24, 0.24, 0.06], [-0.33, 0.36, -0.28], [-0.02, 0.55, 0.92], [-0.31, 0.20, -0.09], [-0.05, 0.19, 0.03], [0.07, -0.16, -0.11], [0.38, 0.01, -0.35], [-0.09, -0.58, -0.15], [0.03, 0.25, 0.07], [0.42, -0.40, 0.30], [-0.12, -0.88, 0.08], [0.41, -0.30, -0.44], [-0.07, -0.05, 0.10], [0.37, 0.31, 0.41], [0.12, -0.21, -0.29], [0.63, 0.11, -0.20], [-0.52, -0.41, -0.04], [0.49, -0.36, -0.28], [0.12, 0.29, -0.44], [-0.09, -0.13, 0.13], [0.01, 0.50, 0.15], [1.49, 0.06, -1.18], [0.20, -0.70, 0.14], [0.13, 0.09, 0.16], [-0.52, 0.20, 0.05], [-0.25, 0.65, -0.05], [-0.10, 0.03, -0.19], [-0.25, -1.16, 0.28], [-0.02, -0.26, 0.97], [-0.50, -0.81, -0.18], [0.02, 0.16, 0.03], [0.10, 0.11, 0.18], [-0.10, 0.44, 0.02], [-0.30, -0.30, -0.10], [-0.96, -0.01, -0.16], [0.21, 0.00, -0.10], [0.16, -0.51, -0.54], [0.06, 0.18, 1.15], [0.14, 0.65, 0.56], [-0.52, -0.32, 0.34], [-1.33, 0.74, 0.25], [0.23, -0.06, -0.24], [1.03, 0.36, -0.07], [-0.64, 0.38, -0.01], [0.48, 0.49, -0.83], [-0.21, 0.56, -0.60], [-0.18, -0.11, -0.31], [-0.15, -0.48, -0.52], [0.29, -0.10, -0.35], [0.05, -0.03, 0.01], [0.06, 0.29, 0.15], [-0.55, -0.20, -0.70], [-0.34, -1.21, -0.06], [0.37, -0.04, -0.04], [1.03, -0.17, -0.29], [-0.04, 0.32, -0.45], [0.56, -0.37, -0.38], [-0.31, 0.01, -0.30], [-0.29, 0.19, -0.06], [0.79, -1.41, -0.89], [0.63, 0.32, 0.11], [-0.24, 0.08, 0.63], [-0.42, 0.11, 0.44], [0.39, -0.08, 0.22], [0.35, 0.10, -0.83], [0.99, 0.24, 0.84], [-0.15, 0.01, -0.32], [0.04, -0.23, -0.50], [-0.48, -0.09, 0.41], [-0.03, -0.30, 0.22], [-0.76, 0.11, 0.61], [1.05, 0.32, 0.02], [1.25, 0.29, -0.02], [0.28, 0.26, -0.01], [-0.48, -1.29, 0.36], [-0.31, -0.32, 0.28], [-0.62, -0.12, 0.74], [0.26, 0.68, -0.25], [0.40, 0.32, 0.71], [0.93, -0.84, -0.27]], "mulliken_charge": [0.848, 1.067, 0.954, -0.303, -0.280, -0.442, -0.325, -0.496, -0.488, -0.548, -0.340, -0.320, -0.342, -0.343, -0.419, -0.488, -0.351, -0.507, -0.271, -0.470, -0.458, -0.533, -0.466, -0.345, -0.494, -0.508, -0.471, -0.036, -0.251, -0.273, -0.267, -0.351, -0.770, -0.823, -0.684, -0.506, -0.500, -0.427, -0.538, -0.469, -0.267, -0.621, -0.445, -0.744, -0.379, -0.726, -0.763, -0.241, -0.382, -0.830, -0.177, -0.766, -0.508, -0.420, -0.532, -0.625, -0.462, -0.789, -0.731, -0.511, -0.304, -0.598, -0.647, -0.727, -0.591, -0.474, 0.469, 0.279, 0.314, 0.326, 0.282, 0.309, 0.302, 0.366, 0.336, 0.298, 0.348, 0.373, 0.314, 0.252, 0.410, 0.292, 0.264, 0.321, 0.319, 0.243, 0.361, 0.215, 0.218, 0.284, 0.300, 0.445, 0.410, 0.305, 0.311, 0.311, 0.248, 0.336, 0.287, 0.209, 0.275, 0.352, 0.339, 0.276, 0.273, 0.356, 0.301, 0.331, 0.294, 0.277, 0.301, 0.348, 0.251, 0.417, 0.297, 0.296, 0.465, 0.166, 0.257, 0.351, 0.134, 0.314, 0.301, 0.263, 0.327, 0.281, 0.319, 0.392, 0.300, 0.287, 0.281, 0.267, 0.385, 0.251, 0.302, 0.372, 0.322, 0.284, 0.319, 0.348, 0.382, 0.563, 0.248, 0.299, 0.249, 0.360, 0.277, 0.244, 0.331, 0.592, 0.349, 0.196, 0.269, 0.374, 0.424, 0.210]}

{"formula": "C20H40AlFNO5P", "method": "wB97M-V/def2-TZVPD", "homo_lumo_gap_ev": 3.07, "total_charge": 2, "lumo_ha": -0.3647, "e_homo_ev": -13.0, "multiplicity": 1, "largest_force_ev_per_a": 2.8, "elements": ["P", "Al", "F", "O", "O", "O", "O", "O", "N", "C", "C", "C", "C", "C", "C", "C", "C", "C", "C", "C", "C", "C", "C", "C", "C", "C", "C", "C", "C", "H", "H", "H", "H", "H", "H", "H", "H", "H", "H", "H", "H", "H", "H", "H", "H", "H", "H", "H", "H", "H", "H", "H", "H", "H", "H", "H", "H", "H", "H", "H", "H", "H", "H", "H", "H", "H", "H", "H", "H"], "positions_angstrom": [[-2.445, -3.517, 2.061], [-2.631, -6.274, 1.496], [2.178, 6.072, 0.140], [-0.335, -4.694, -0.326], [0.938, -2.824, -4.631], [0.602, -4.565, -3.275], [-1.164, -3.420, -4.073], [4.850, 6.650, 3.079], [-0.034, 4.949, 1.749], [1.334, 4.932, 1.824], [1.660, 5.122, 3.231], [0.613, -0.677, 0.837], [0.072, -3.104, 1.747], [1.074, -2.061, 1.364], [0.525, 5.227, 3.901], [0.010, -3.586, -4.002], [-0.570, 5.107, 2.916], [1.992, -4.574, -3.636], [-1.730, 1.664, -0.859], [2.215, -3.138, -4.035], [-1.060, -1.439, -0.868], [-0.830, 4.774, 0.495], [-2.339, 3.063, -0.608], [0.364, -0.838, -0.642], [-1.917, 3.713, 0.726], [-0.948, -2.880, 2.856], [3.355, -2.902, -4.998], [-2.183, -0.739, -0.085], [-2.755, 0.511, -0.772], [-0.964, 1.472, -0.114], [4.332, 6.363, 2.319], [2.018, 4.784, 0.974], [-3.138, 0.228, -1.747], [-0.208, -0.211, 1.375], [1.467, -0.027, 1.028], [-2.094, -4.053, 0.796], [-1.312, 1.650, -1.859], [2.609, -4.888, -2.798], [0.374, 5.348, 4.955], [-3.614, 0.849, -0.191], [-0.415, -3.429, 0.822], [-2.059, 3.724, -1.422], [5.234, 5.843, 3.438], [-3.308, -2.451, 1.771], [2.640, 5.156, 3.667], [-0.511, -4.785, -1.271], [3.464, -3.731, -5.697], [-1.108, -2.509, -0.665], [-3.206, -4.385, 2.858], [4.294, -2.791, -4.458], [-3.001, -1.461, 0.006], [0.668, -3.943, 2.095], [2.329, -2.496, -3.156], [1.654, -1.809, 2.257], [1.153, -1.453, -1.061], [-1.048, -1.877, 3.257], [-1.626, 5.148, 3.111], [-2.782, 4.131, 1.231], [-1.449, 2.942, 1.337], [2.123, -5.275, -4.462], [0.417, 0.098, -1.192], [1.776, -2.517, 0.680], [-1.255, 5.730, 0.221], [-0.128, 4.432, -0.252], [3.180, -2.003, -5.587], [-3.417, 2.954, -0.580], [-1.913, -0.458, 0.936], [-1.289, -1.318, -1.925], [-0.728, -3.534, 3.695]], "forces_ev_per_angstrom": [[-0.27, 2.60, 0.92], [0.88, -1.31, -1.28], [-0.94, -0.45, 1.78], [-1.74, -0.61, 0.59], [-0.12, -0.14, 0.33], [0.03, 0.10, -0.14], [-0.19, 0.05, 0.13], [-0.44, -0.27, 0.17], [-1.98, 0.50, -1.94], [1.73, 0.38, -0.68], [0.95, 0.71, 0.22], [1.45, -0.88, -0.30], [0.56, -0.26, -0.32], [0.10, 1.78, 1.94], [-0.91, -0.09, 0.41], [0.05, 0.07, -0.18], [1.13, 0.32, 0.83], [0.09, -0.13, 0.33], [-0.72, 0.08, -0.11], [0.41, 0.05, -0.41], [0.39, 0.47, -0.13], [-0.19, -0.60, 0.36], [0.03, -0.27, 0.31], [-1.41, 0.35, -0.13], [0.59, -0.16, -0.54], [-0.05, -0.41, 0.29], [-0.07, -0.08, -0.23], [-0.47, 0.06, -0.58], [0.17, -0.03, 0.70], [0.39, 0.06, -0.09], [0.23, 0.17, -0.24], [-0.20, -0.95, -0.23], [0.00, 0.09, -0.26], [-0.07, -0.25, 0.18], [0.11, 0.22, -0.20], [0.50, -0.64, -0.60], [0.48, -0.05, 0.00], [-0.20, -0.04, 0.14], [-0.01, -0.02, 0.25], [-0.12, 0.02, 0.05], [0.51, -0.22, 0.12], [-0.25, 0.19, -0.19], [0.23, 0.08, -0.04], [-0.19, -0.23, 0.07], [0.32, 0.10, -0.20], [0.02, -0.27, 0.00], [-0.06, -0.01, -0.02], [0.38, 0.01, -0.14], [-0.10, 0.23, 0.11], [-0.01, 0.01, 0.03], [-0.14, 0.11, -0.12], [-0.04, -0.42, -0.33], [-0.08, -0.06, 0.05], [0.23, -0.28, 0.16], [-0.09, -0.31, -0.15], [-0.42, 0.23, -0.18], [-0.30, -0.14, -0.20], [-0.04, 0.10, 0.21], [-0.26, -0.14, 0.31], [0.08, 0.12, -0.09], [0.02, 0.22, 0.06], [0.03, -0.05, -0.33], [0.15, 0.27, -0.15], [0.18, 0.13, -0.21], [0.02, 0.09, 0.11], [-0.22, 0.20, -0.31], [0.03, -0.14, 0.00], [-0.15, -0.24, -0.18], [-0.03, 0.02, 0.27]], "nbo_charge": [0.654, 0.927, -0.476, -1.196, -0.491, -0.502, -0.584, -0.922, -0.346, 0.336, -0.197, -0.414, -0.493, -0.385, -0.196, 0.971, 0.327, -0.094, -0.401, 0.068, -0.444, -0.211, -0.402, -0.394, -0.415, -0.692, -0.632, -0.398, -0.382, 0.184, 0.462, 0.354, 0.223, 0.181, 0.209, 0.113, 0.228, 0.211, 0.277, 0.192, 0.292, 0.220, 0.468, 0.092, 0.287, 0.461, 0.223, 0.235, 0.017, 0.227, 0.183, 0.235, 0.173, 0.196, 0.215, 0.276, 0.266, 0.220, 0.196, 0.195, 0.203, 0.237, 0.251, 0.247, 0.241, 0.225, 0.172, 0.233, 0.266]}

> What is the formula in the third record?

C20H40AlFNO5P

> Number 1 is which compound?

C3H10N2S